Entry 1:
Molecular formula: C77H193N20O12P5
Method: DFT, ωB97M-V/def2-TZVPD

Summary:
Gap between HOMO and LUMO   8.71 eV
Energy   -6754.33751 Eh
Net charge   0
Structure (SMILES)   CN(C)P(=O)(N(C)C)N(C)C.CN(C)P(=O)(N(C)C)N(C)C.CN(C)P(=O)(N(C)C)N(C)C.CN(C)P(=O)(N(C)C)N(C)C.CN(C)P(=O)(N(C)C)N(C)C.CC1(C)CCCC(C)(C)N1O.CC1(C)CCCC(C)(C)N1O.CC1(C)CCCC(C)(C)N1O.CC1(C)CCCC(C)(C)N1O.CC1(C)CCCC(C)(C)N1O.CO.CO
LUMO level   0.4 eV

Each line ends with the Mulliken charge.
Element x y z (Å)
P 9.507 -26.635 0.866  0.46
P 9.875 -35.231 -4.775  0.97
P 14.949 -32.433 -1.029  0.02
P 12.766 -26.987 -4.454  0.20
P 0.069 -31.250 1.214  0.34
O 9.181 -30.921 9.425  -0.54
O 9.356 -28.194 -5.767  -0.66
O 15.594 -31.512 -1.986  -0.88
O 2.621 -28.280 -4.065  -0.61
O 0.363 -30.064 2.019  -1.02
O 10.118 -32.315 0.265  1.16
O 7.797 -39.231 6.201  -0.50
O 12.249 -25.856 -3.644  -1.05
O 8.863 -27.284 -0.283  -0.88
O 9.651 -35.784 -3.416  -1.48
O 10.044 -34.872 -0.826  -0.02
O 4.552 -38.773 -0.860  -0.49
N 13.316 -32.221 -0.709  1.61
N 2.667 -29.725 -3.800  1.28
N 8.152 -31.103 8.374  0.72
N 8.312 -37.943 6.005  0.12
N 4.362 -37.403 -1.457  0.00
N -0.349 -30.785 -0.291  0.78
N 9.497 -33.689 -4.982  1.14
N 10.971 -27.150 1.353  0.24
N -1.113 -32.330 1.657  0.40
N 8.944 -35.934 -5.916  0.41
N 8.455 -26.822 2.130  0.54
N 8.999 -31.545 0.701  0.47
N 1.450 -32.239 1.147  1.17
N 15.286 -33.940 -1.477  0.50
N 11.499 -35.293 -5.184  0.10
N 9.839 -24.974 0.599  0.23
N 15.583 -32.281 0.511  0.33
N 14.347 -27.429 -4.394  0.56
N 12.565 -26.639 -6.060  0.45
N 11.908 -28.320 -4.118  1.25
C 15.274 -26.472 -4.855  -1.18
C 6.985 -30.451 -0.046  -0.28
C 5.622 -35.046 -2.481  1.44
C 9.051 -35.418 -7.323  -1.08
C -0.780 -31.645 -1.376  -1.04
C 6.234 -31.016 1.144  0.42
C 10.511 -24.186 1.616  -1.20
C 14.743 -28.252 -3.248  -0.49
C 4.884 -37.443 -2.869  2.14
C 8.971 -28.954 7.331  -1.81
C 12.168 -29.643 -4.688  -0.43
C 8.344 -32.195 1.887  2.31
C -0.849 -33.074 2.830  -1.10
C -2.515 -32.008 1.435  -0.90
C 12.967 -30.962 0.001  -0.22
C 3.861 -30.097 -2.989  1.72
C 4.979 -36.481 -0.454  2.34
C 4.092 -36.505 0.814  -2.48
C 9.871 -31.144 6.714  -2.15
C 8.592 -37.359 -5.836  -1.09
C 8.950 -36.088 4.595  -0.64
C 15.618 -34.167 -2.889  -1.02
C 3.112 -30.083 -6.341  -1.65
C 3.758 -29.364 -1.661  -1.24
C 8.593 -30.410 7.087  2.18
C 8.960 -38.348 3.693  -1.98
C 12.423 -32.719 -1.737  -2.08
C 8.105 -33.233 -5.237  -0.78
C 7.410 -30.587 6.116  0.32
C 0.829 -30.107 -5.312  -2.07
C 5.802 -31.010 7.928  -1.30
C 7.607 -32.535 -1.277  0.91
C 8.948 -30.420 -1.503  -0.65
C 6.822 -30.816 9.024  1.52
C 7.291 -31.217 2.316  -1.13
C -0.472 -29.357 -0.646  -1.12
C 8.592 -37.738 8.473  -1.92
C 6.745 -37.190 4.130  -1.00
C 4.875 -35.991 -3.383  -2.06
C 8.152 -31.266 -0.522  1.45
C 11.024 -28.545 1.832  0.16
C 10.327 -32.610 -4.397  -1.24
C 4.978 -35.125 -1.126  -1.02
C 7.965 -37.095 7.196  1.65
C 7.834 -33.672 1.628  -0.48
C 12.111 -26.734 0.564  -0.80
C 6.397 -36.799 0.103  -0.44
C 14.925 -32.665 1.746  -1.16
C 6.618 -31.817 10.153  -1.82
C 1.453 -33.553 0.622  -1.03
C 12.525 -36.112 -4.409  -0.85
C 8.358 -27.469 -5.118  -0.14
C 2.645 -31.856 1.866  -1.48
C 8.915 -24.127 -0.209  -0.98
C 2.315 -30.436 -5.048  1.19
C 11.102 -28.304 -2.875  -0.25
C 8.736 -35.775 7.040  -1.82
C 8.478 -35.134 5.665  1.36
C 3.824 -31.641 -2.846  0.91
C 5.203 -29.690 -3.612  -1.14
C 11.080 -35.224 0.076  -0.03
C 11.983 -34.552 -6.302  -1.18
C 8.174 -37.390 4.635  1.89
C 17.053 -32.264 0.591  -1.13
C 2.393 -31.932 -4.809  -1.22
C 11.601 -25.636 -6.458  -1.08
C 6.457 -36.905 7.346  -1.29
C 13.183 -27.391 -7.096  -1.05
C 3.681 -32.274 -4.214  0.34
C 7.028 -27.053 2.059  -0.98
C 3.862 -38.262 -3.657  -2.20
C 6.075 -30.173 6.695  -0.87
C 15.019 -35.080 -0.676  -0.97
C 9.466 -32.285 2.923  -1.51
C 6.715 -29.391 9.697  -1.76
C 6.273 -38.117 -3.000  -1.15
C 8.857 -26.699 3.532  -1.14
H 2.855 -29.594 -1.062  -0.11
H 5.933 -29.388 10.492  0.42
H 6.776 -28.028 2.490  0.04
H 9.098 -34.208 5.603  -1.05
H 8.155 -27.875 -4.100  -0.13
H 7.068 -32.724 9.772  0.25
H 6.406 -37.786 0.615  0.53
H 4.758 -32.002 -2.296  -0.84
H 9.900 -23.985 2.518  0.26
H 3.860 -35.632 -3.654  0.29
H 15.005 -31.963 2.583  0.30
H 13.885 -28.884 -2.952  -0.39
H 2.200 -32.484 -5.720  0.56
H 9.789 -31.037 -1.876  0.11
H 9.512 -28.371 6.565  0.41
H 13.947 -26.816 -7.655  0.31
H 6.961 -33.180 -0.730  -0.69
H 6.871 -31.535 3.285  0.74
H 17.347 -31.626 1.449  0.36
H 16.091 -26.898 -5.359  0.30
H 11.430 -29.934 -5.465  0.08
H 8.486 -37.624 -4.795  0.24
H 0.431 -30.714 -6.102  0.44
H 5.367 -34.351 -0.395  -0.22
H 6.570 -28.619 8.948  0.34
H 6.027 -36.430 6.472  0.26
H 8.490 -35.111 7.875  0.44
H 16.409 -33.445 -3.136  0.23
H 9.284 -37.987 -6.326  0.24
H 15.918 -35.708 -0.622  0.32
H 8.494 -36.984 9.207  0.42
H -3.117 -32.937 1.262  0.31
H 5.810 -31.958 0.860  -0.57
H 13.609 -28.343 -6.755  0.30
H 15.457 -28.953 -3.650  0.46
H 7.059 -32.106 -2.150  -0.48
H 2.287 -33.714 -0.028  0.08
H 12.313 -35.269 -7.056  0.36
H 8.949 -32.542 3.868  -0.25
H 7.903 -34.429 2.406  -0.04
H 8.215 -25.969 4.123  0.41
H 8.655 -38.073 2.707  0.34
H 9.940 -26.442 3.610  0.32
H 9.807 -35.882 7.211  0.38
H 12.428 -27.586 -7.865  0.37
H 12.872 -33.967 -6.065  0.38
H 6.371 -30.332 -0.933  -1.03
H -2.865 -31.304 2.189  0.32
H 8.329 -30.200 -2.394  0.43
H 10.273 -32.981 2.736  0.26
H 12.981 -26.992 1.125  0.36
H 6.173 -36.254 8.220  0.32
H 3.628 -38.976 -0.810  0.37
H 0.283 -29.166 -1.405  0.10
H 11.521 -24.484 1.940  0.35
H 15.935 -35.218 -2.911  0.49
H 12.081 -25.629 0.428  0.36
H 5.143 -29.947 -4.660  0.26
H -1.444 -29.183 -1.038  0.36
H 4.864 -30.861 8.377  0.67
H 11.341 -33.013 -4.248  0.01
H 6.100 -36.456 4.618  0.16
H 4.195 -30.391 -6.368  0.19
H -1.674 -31.169 -1.713  0.57
H 7.112 -36.764 -0.704  -0.05
H 13.128 -30.151 -0.693  -0.12
H -2.550 -31.537 0.453  0.23
H 3.477 -31.837 1.229  0.26
H 1.595 -32.193 -4.085  0.03
H 5.464 -30.327 1.368  1.21
H 7.218 -31.514 11.022  0.39
H 17.465 -33.279 0.785  0.25
H 9.793 -32.204 6.502  0.07
H 11.934 -31.035 0.355  -0.62
H 7.952 -23.896 0.309  0.29
H 4.031 -38.042 -4.698  0.46
H 10.463 -30.631 6.000  0.38
H 14.754 -25.798 -5.538  0.43
H 0.321 -30.355 -4.374  0.24
H 6.678 -27.034 1.043  0.29
H 5.595 -33.989 -2.769  -0.38
H 6.458 -26.290 2.600  0.45
H -0.300 -28.737 0.226  0.39
H 9.815 -33.182 -0.028  -0.62
H 7.671 -32.600 -4.421  -0.24
H 2.648 -30.860 2.302  0.41
H 9.067 -34.334 -7.278  0.34
H 3.028 -32.053 -2.150  -0.37
H 6.836 -36.881 3.079  -0.22
H -0.087 -31.703 -2.233  -0.41
H 11.628 -36.154 -0.109  0.54
H 5.848 -32.079 7.589  0.19
H 10.248 -28.014 -5.404  0.08
H 7.601 -29.935 5.263  -0.53
H 8.390 -33.202 -1.618  -0.18
H 13.601 -30.821 0.858  0.74
H 15.087 -27.621 -2.453  0.33
H 17.418 -31.900 -0.349  0.33
H 4.487 -31.919 -4.819  0.20
H 7.129 -37.433 -2.900  -0.32
H 15.721 -25.911 -4.042  0.32
H 3.940 -34.802 -1.218  0.20
H 11.533 -28.852 -1.980  -0.64
H 3.000 -29.022 -6.600  0.37
H -1.269 -32.521 3.709  0.28
H 10.177 -28.779 2.452  -0.42
H 5.394 -28.627 -3.469  0.43
H 7.628 -37.399 -6.363  0.40
H 10.426 -31.756 -5.101  0.65
H 12.543 -33.764 -1.869  0.66
H 6.087 -30.256 -3.247  -0.22
H 14.857 -33.958 -3.613  0.17
H -1.055 -32.642 -0.993  0.52
H 6.187 -29.048 6.879  0.27
H 15.460 -33.564 2.101  0.41
H 12.539 -37.132 -4.813  0.23
H 1.697 -28.150 -3.879  0.35
H 13.425 -35.551 -4.504  0.37
H 6.748 -33.689 1.362  -0.32
H 10.178 -28.806 -3.091  -0.34
H 7.415 -34.068 -5.309  0.29
H 7.455 -34.808 5.546  0.36
H 11.228 -33.862 -6.659  0.32
H 2.738 -30.745 -7.166  0.41
H 4.543 -35.846 1.551  0.30
H 8.129 -35.788 -7.708  0.47
H 9.324 -29.454 -1.071  -0.52
H 11.141 -25.949 -7.376  0.33
H 4.566 -29.801 -1.090  -0.26
H 13.911 -33.058 1.576  0.24
H 8.786 -27.688 4.053  0.19
H 0.715 -29.091 -5.638  0.51
H 9.988 -35.376 -1.694  0.16
H 7.352 -29.425 0.165  0.03
H 10.021 -38.349 3.922  0.38
H 14.691 -34.751 0.314  0.21
H 12.736 -32.276 -2.702  0.93
H 11.949 -28.733 2.348  0.53
H 9.903 -31.291 3.052  -0.21
H 4.126 -37.550 1.199  0.49
H 10.613 -35.295 1.092  -0.33
H 7.398 -31.610 5.775  -0.23
H 12.171 -30.475 -3.900  -0.22
H 2.804 -32.566 2.661  0.34
H 0.185 -33.221 2.895  0.29
H 7.931 -38.557 8.766  0.36
H 0.563 -33.815 0.054  0.38
H 8.621 -26.395 -5.069  0.23
H 10.017 -36.299 4.730  0.52
H 7.636 -29.145 10.178  0.39
H 9.391 -23.183 -0.425  0.39
H 8.310 -34.173 0.827  -0.17
H 5.540 -31.987 10.305  0.43
H 5.319 -35.992 -4.394  0.65
H 12.099 -24.687 -6.649  0.29
H 2.818 -38.093 -3.353  0.41
H 8.839 -35.768 3.574  -0.55
H 9.385 -31.856 9.554  0.33
H -1.330 -34.049 2.773  0.33
H 10.934 -27.339 -2.447  0.93
H 10.536 -31.066 7.563  0.70
H 3.128 -36.129 0.574  0.59
H 11.044 -29.117 0.895  -0.28
H 9.868 -35.861 -7.903  0.18
H 9.604 -28.910 8.219  0.41
H 6.697 -35.270 -2.367  -0.18
H 12.178 -36.283 -3.363  0.09
H 6.812 -39.284 6.236  0.34
H 14.257 -35.726 -1.073  0.32
H 11.334 -32.495 -1.524  -0.32
H 3.872 -28.327 -1.861  0.71
H 10.685 -23.202 1.208  0.49
H 7.745 -30.245 2.528  -0.35
H 13.124 -29.630 -5.151  0.55
H 7.388 -27.556 -5.647  0.26
H 6.781 -36.120 0.880  -0.70
H 6.197 -38.212 4.120  0.38
H 12.229 -27.247 -0.359  0.14
H 6.241 -38.572 -3.996  0.65
H 3.984 -39.378 -3.547  0.41
H 8.089 -32.706 -6.187  0.37
H 9.913 -32.274 -3.452  0.17
H 8.072 -28.347 7.544  0.31
H 8.628 -39.358 3.789  0.51
H 6.224 -38.927 -2.252  0.26
H 9.631 -37.968 8.274  0.46
H 3.756 -33.345 -4.262  -0.36
H 1.604 -34.311 1.420  0.36
H 10.868 -25.538 -5.725  0.28
H 11.786 -34.372 0.201  -0.38
H 5.877 -37.914 7.518  0.30
H 5.288 -30.143 5.944  0.43
H 8.683 -24.617 -1.150  0.19



Entry 2:
Molecular formula: C12H28Li2NO9
Method: DFT, ωB97M-V/def2-TZVPD

Summary:
Gap between HOMO and LUMO   5.14 eV
Energy   -1221.12920 Eh
Net charge   -1
LUMO level   1.4 eV

Each line ends with the Mulliken charge.
Element x y z (Å)
O -3.147 4.087 -2.188  -0.52
O -1.601 2.800 -1.105  -0.66
O 0.562 -3.780 1.477  -0.30
O 0.643 1.402 -5.019  -0.43
O -1.278 3.369 -3.177  -0.74
O -0.071 -0.017 -2.564  -0.73
O 2.046 1.886 -1.488  -0.64
O 2.613 2.078 -5.811  -0.73
O 2.553 0.379 -4.353  -0.87
N 0.011 -0.604 1.895  0.43
C 1.472 -0.931 2.100  -1.07
C 2.616 2.931 -0.796  -0.84
C -0.655 -3.051 1.391  -0.78
C -1.320 -0.567 -2.736  -0.93
C -0.143 0.770 1.309  0.08
C 2.008 1.283 -5.078  0.68
C -0.646 -0.782 3.267  -0.68
C 0.417 -5.161 1.333  -0.85
C -0.473 -1.600 0.872  -0.70
C 0.463 1.911 2.103  -1.54
C -1.966 3.404 -2.135  0.82
C -2.168 -0.547 3.163  -1.30
Li 1.972 0.108 -2.466  0.88
Li 0.063 2.021 -1.978  0.77
H 0.429 0.809 -4.261  0.39
H 2.133 3.912 -0.952  0.22
H 1.804 -0.266 2.895  0.45
H -1.182 -3.183 2.341  0.27
H 0.037 2.825 1.678  0.39
H 3.668 3.065 -1.095  0.27
H -2.567 -0.973 2.242  0.32
H 0.130 -1.597 -0.033  0.34
H -1.127 -3.578 0.550  0.54
H 0.217 -5.554 0.333  0.32
H -1.735 -0.517 -3.757  0.31
H -2.466 0.493 3.230  0.33
H 1.520 -1.933 2.524  0.49
H -1.375 -1.618 -2.400  0.20
H -2.104 0.007 -2.204  0.20
H 1.285 -5.666 1.758  0.27
H -2.665 -1.167 3.910  0.40
H 2.015 -0.903 1.162  0.28
H -1.513 -1.404 0.616  0.46
H 0.238 0.698 0.304  0.25
H -0.379 -5.562 1.978  0.34
H 0.222 2.133 3.151  0.33
H 1.547 2.027 2.098  0.35
H -0.331 -1.738 3.672  0.59
H -0.096 -0.015 3.811  0.63
H 2.543 2.761 0.296  0.08
H -3.026 4.544 -3.035  0.30
H -1.197 1.010 1.170  0.32



Question: Which of these has the lowest LUMO level?
Answer: C77H193N20O12P5



Question: Which of these has the highest gap between HOMO and LUMO?
Answer: C77H193N20O12P5



Question: Which formula does entry 1 have?
Answer: C77H193N20O12P5



Question: Which of these has the lowest LUMO level?
Answer: C77H193N20O12P5